{"formula": "C2H4N2O", "method": "ωB97M-V/def2-TZVPD", "orbital_gap_ev": 11.160, "e_above_lowest_ev": 0.214, "multiplicity": 1, "homo_ev": -10.278, "species": ["O", "N", "N", "C", "C", "H", "H", "H", "H"], "positions_angstrom": [[2.139283, -0.911463, -1.228479], [-0.816604, 1.001627, 1.417995], [0.366647, -0.552711, 0.165918], [1.015320, -0.506228, -1.046966], [-0.771840, 0.229985, 0.419342], [-1.577552, 0.073100, -0.308099], [-1.716667, 1.476551, 1.461312], [0.959297, -0.769249, 0.961432], [0.402116, -0.041610, -1.842451]], "forces_ev_per_angstrom": [[-0.470, 0.117, 0.055], [-0.147, -0.274, -0.153], [0.207, 0.048, 0.177], [0.175, -0.145, -0.082], [0.019, 0.118, -0.046], [0.169, 0.221, 0.028], [0.039, -0.108, 0.060], [-0.059, 0.170, -0.086], [0.069, -0.147, 0.047]], "lowdin_charge": [0.038, 0.103, 0.047, -0.348, -0.297, 0.125, 0.048, 0.148, 0.135]}